<one>
The following is a DFT calculation (ωB97M-V/def2-TZVPD) of 2 unconnected molecules or ions with the total composition C9H10ClN2O.

Values from the calculation:
net charge = +1
E_LUMO (spin up / spin down) = -5.0 / -4.5 eV
highest occupied orbital energy (spin up / spin down) = -0.449 / -0.460 Ha

Each line ends with the Mulliken charge.
Positions of all 23 atoms, in Å:
C1 -3.818 0.511 -0.287  -0.575
C2 -3.149 0.830 0.861  -0.191
C3 -3.115 0.012 -1.366  -0.437
C4 -1.784 0.471 1.053  -0.439
C5 -1.738 -0.203 -1.269  -0.449
C6 -1.152 0.003 -0.055  0.458
C7 2.838 -1.712 0.874  0.049
C8 1.623 0.003 0.014  -0.049
C9 2.051 1.347 -0.295  -0.748
N1 2.604 -2.047 -0.386  0.018
N2 2.116 -0.626 1.206  -0.019
O1 1.954 -0.969 -1.050  -0.237
Cl1 3.965 1.587 -0.224  -0.195
H1 -4.801 0.795 -0.288  0.457
H2 -3.701 1.359 1.704  0.293
H3 -3.494 -0.092 -2.306  0.444
H4 -1.201 0.739 2.030  0.246
H5 -1.054 -0.413 -2.066  0.404
H6 3.475 -2.286 1.578  0.403
H7 1.668 2.043 0.327  0.459
H8 1.700 1.688 -1.227  0.464
H9 2.502 -2.982 -0.757  0.296
H10 2.513 -0.057 1.930  0.349

<two>
The following is a DFT calculation (ωB97M-V/def2-TZVPD) of a gas-phase ion, C9H10ClN2O (charge +1).

Values from the calculation:
net charge = +1
E_LUMO = -4.8 eV
SMILES = N#COc1[nH+]cccc1CCCCl
highest occupied orbital energy = -0.510 Ha

Each line ends with the Mulliken charge.
Positions of all 23 atoms, in Å:
N1 -1.105 3.392 2.050  -0.350
C1 -1.269 2.341 1.584  0.445
O1 -1.493 1.174 0.999  -0.299
C2 -0.468 0.287 1.171  0.375
N2 0.348 0.296 2.218  0.061
C3 1.327 -0.609 2.381  -0.510
C4 1.517 -1.605 1.471  -0.524
C5 0.692 -1.650 0.326  -0.271
C6 -0.305 -0.682 0.198  0.639
C7 -1.219 -0.719 -1.033  -1.088
C8 -0.902 0.500 -1.955  -0.565
C9 0.524 0.443 -2.533  -0.516
Cl1 1.747 1.227 -1.456  -0.180
H1 0.259 1.003 2.948  0.305
H2 1.959 -0.581 3.266  0.378
H3 2.286 -2.366 1.592  0.424
H4 0.784 -2.422 -0.438  0.432
H5 -2.255 -0.677 -0.660  0.352
H6 -1.120 -1.669 -1.572  0.494
H7 -1.579 0.398 -2.819  0.351
H8 -1.079 1.453 -1.446  0.328
H9 0.526 1.036 -3.458  0.386
H10 0.827 -0.570 -2.834  0.331

<two> is preferred energetically. Next in line: 0.1965 hartree higher.

<one>
The following is a DFT calculation (ωB97M-V/def2-TZVPD) of 2 unconnected molecules or ions with the total composition C2H2O3.

Values from the calculation:
E_LUMO = 1.0 eV
highest occupied orbital energy = -0.383 Ha

Each line ends with the Mulliken charge.
Positions of all 7 atoms, in Å:
C1 -1.790 -1.889 1.388  0.070
C2 0.598 0.570 -0.564  0.103
O1 -0.971 -1.664 0.655  -0.080
O2 0.203 0.908 0.648  -0.226
O3 0.641 1.880 -0.242  -0.284
H1 1.440 -0.193 -0.478  0.209
H2 -0.121 0.387 -1.407  0.208

<two>
The following is a DFT calculation (ωB97M-V/def2-TZVPD) of a single C2H2O3 molecule.

Values from the calculation:
E_LUMO = -0.1 eV
highest occupied orbital energy = -0.350 Ha

Each line ends with the Mulliken charge.
Positions of all 7 atoms, in Å:
C1 -0.044 0.042 -0.745  -0.069
C2 0.680 -0.108 0.558  0.216
O1 0.684 1.116 0.754  -0.404
O2 -1.261 0.015 -0.685  0.021
O3 -1.508 -0.495 0.575  -0.546
H1 0.406 0.323 -1.637  0.403
H2 1.043 -0.892 1.180  0.379

<three>
The following is a DFT calculation (ωB97M-V/def2-TZVPD) of a single C2H2O3 molecule.

Values from the calculation:
E_LUMO = 0.0 eV
SMILES = O[C@]12O[C@H]1O2
highest occupied orbital energy = -0.362 Ha

Each line ends with the Mulliken charge.
Positions of all 7 atoms, in Å:
O1 -1.404 -1.004 0.717  -0.438
C1 -0.177 0.007 -0.037  0.552
O2 0.397 -0.084 -1.262  -0.425
C2 1.155 0.395 -0.120  0.041
O3 0.116 1.354 0.222  -0.414
H1 -2.201 -0.966 0.166  0.318
H2 2.115 0.297 0.314  0.366

<four>
The following is a DFT calculation (ωB97M-V/def2-TZVPD) of 2 unconnected molecules or ions with the total composition C2H2O3.

Values from the calculation:
E_LUMO = 0.5 eV
SMILES = O=C=O.C=O
highest occupied orbital energy = -0.387 Ha

Each line ends with the Mulliken charge.
Positions of all 7 atoms, in Å:
O1 1.949 0.528 -0.688  -0.369
C1 1.074 1.234 -0.458  0.782
O2 0.201 1.918 -0.073  -0.401
C2 -0.835 -0.939 0.279  -0.037
O3 -1.139 -0.233 -0.652  -0.396
H1 0.229 -1.149 0.512  0.181
H2 -1.478 -1.359 1.080  0.241

<four> is preferred energetically. Next in line: 0.1621 hartree higher.